1.
A gas-phase ion, C10H15N4O (charge +1). Source: OMol25; level of theory: ωB97M-V with the def2-TZVPD basis set.

Values from the calculation:
Kohn-Sham gap (spin up / spin down): 5.82 / 6.19 eV
Charge: +1
Multiplicity: 3
HOMO level (spin up / spin down): -8.4 / -12.2 eV
Energy above the lowest of the compared OMol25 structures with the same formula, charge and spin: 4.045 eV

XYZ file:
```
30
Properties=species:S:1:pos:R:3:forces:R:3
C 0.20187 -0.48215 4.88959 -1.6 -2.7 -2.7
C -0.09589 -1.61226 4.07206 1.1 0.6 5.2
C 0.37744 0.76642 4.30210 0.6 2.4 0.3
C -0.14815 -1.53458 2.66248 0.0 0.1 -1.8
C 0.38865 0.91449 2.87416 0.3 -0.6 -3.2
C 0.11975 -0.29910 2.11266 0.1 2.7 0.5
C -1.03734 0.47715 -3.70258 -2.6 0.2 0.1
C 0.76979 1.33896 -2.20777 1.8 -1.5 0.7
C 0.73670 -1.05790 -2.89854 1.1 1.1 0.1
C -0.86441 -0.15787 -1.18975 -2.0 -1.4 -1.1
N 0.60796 1.93987 1.95801 -0.2 -0.6 4.7
N 0.45389 1.52737 0.75154 -0.3 -1.0 -2.1
N 0.10891 0.22961 0.87685 -0.2 -2.4 -1.1
N -0.11125 0.14995 -2.54528 -0.3 1.2 0.2
O -0.03321 -0.67717 -0.21218 0.4 1.3 0.1
H 0.03363 -0.46132 5.92752 0.3 -0.6 1.2
H -0.17543 -2.62922 4.52866 -0.1 1.2 -0.3
H 0.49438 1.65437 4.93032 0.0 -0.3 -0.3
H -0.40323 -2.44669 2.16367 0.0 0.0 -0.8
H -1.61425 -0.46140 -3.99806 0.9 1.1 0.4
H -1.87774 1.27616 -3.44313 2.1 -1.5 -0.2
H -0.46169 0.84473 -4.58094 -0.2 -0.3 0.9
H 1.46648 0.88119 -1.39047 -0.9 1.5 -1.7
H 1.31167 1.78697 -3.08018 -0.5 -0.8 0.7
H 0.14248 2.04776 -1.73266 -0.4 0.9 0.3
H 1.74771 -0.81745 -2.42269 -1.5 -1.2 -0.3
H 0.11815 -1.85404 -2.46540 1.1 -0.5 -0.6
H 0.95357 -1.11445 -4.00341 -0.8 0.0 1.2
H -1.72889 -0.85824 -1.36675 1.4 -0.3 -0.6
H -1.48154 0.62885 -0.80982 0.6 1.6 -0.1
```
Positions in Å, forces in eV/Å.

Atomic partial charges in e from the Mulliken method, atoms 1 to 8: -0.543 -0.422 -0.598 -0.600 0.265 0.863 -0.888 -1.005


2.
9 unconnected molecules or ions with the total composition C53H61N9O5P. Source: OMol25; level of theory: ωB97M-V with the def2-TZVPD basis set.

Values from the calculation:
Kohn-Sham gap: 6.24 eV
Charge: +1
HOMO level: -10.4 eV
Energy above the lowest of the compared OMol25 structures with the same formula, charge and spin: 0.000 eV

XYZ file:
```
129
Properties=species:S:1:pos:R:3:forces:R:3
C -2.59543 4.43410 0.15249 -0.1 -0.3 -0.3
C -2.10035 3.25493 -0.78207 1.4 0.7 1.0
P -1.82781 3.89069 -2.55736 -2.0 -1.6 -0.6
C -0.14672 3.19537 -3.02318 0.6 -0.4 0.7
O -1.80107 5.62533 -2.37509 2.9 0.4 0.9
C -0.57036 6.18350 -2.61830 -0.2 0.3 -1.0
O -0.24271 6.47149 -3.74393 0.1 0.0 1.1
C 0.46334 6.53528 -1.49855 0.9 0.3 2.1
C 0.43887 7.86576 -0.86847 2.0 -2.1 0.7
C 1.44695 8.14239 0.16851 -2.4 -0.2 -2.3
O 1.42435 9.39595 0.74335 0.4 -1.9 0.4
N 2.39153 7.18759 0.55485 -1.9 0.3 -0.9
O 3.26536 7.53409 1.53880 0.6 -0.2 0.2
C 2.46718 5.92834 -0.01756 -1.3 -1.0 -1.8
C 3.52822 4.85492 0.37194 -0.1 1.0 0.8
C 3.21555 4.18727 1.78823 0.1 -0.3 -0.6
C 1.85518 3.38516 1.79075 -0.2 0.0 0.3
C 0.90224 3.69731 3.01048 -0.5 -0.9 -0.2
O 0.95712 5.05614 3.47603 -0.1 0.1 -0.7
C 1.50032 5.58611 -1.06668 -0.4 2.2 0.8
H -3.04117 4.01036 1.08848 0.3 0.4 -0.8
H -3.37314 5.02677 -0.40619 0.8 -0.4 0.9
H -1.74207 5.10549 0.46734 -0.9 -0.6 -0.5
H -2.82453 2.40226 -0.74424 0.5 0.8 -0.5
H -1.12089 2.85041 -0.37411 -1.1 0.3 -0.4
H -0.35500 2.24733 -3.60484 -0.1 1.1 0.6
H 0.40242 2.85474 -2.09335 -0.3 0.5 -1.0
H 0.47057 3.84469 -3.69595 -0.5 -0.5 0.7
H -0.30330 8.64899 -1.17415 1.0 -0.8 0.5
H 0.64184 9.43312 1.32770 0.3 0.3 -0.3
H 2.77667 7.94221 2.28353 0.0 -0.2 -0.5
H 4.51658 5.39117 0.44883 -0.9 -0.7 -0.2
H 3.55453 4.10155 -0.45614 0.0 0.7 0.8
H 4.03598 3.44491 2.00264 -0.6 1.0 -0.2
H 3.28099 5.00509 2.54968 -0.3 -0.9 -0.5
H 1.26584 3.54444 0.84412 0.6 -0.1 0.8
H 2.09515 2.28341 1.82704 -0.4 1.1 -0.2
H -0.16830 3.46440 2.73122 1.1 0.1 0.2
H 1.14317 3.00987 3.87466 -0.1 1.1 -0.8
H 0.42362 5.62909 2.89350 0.2 -0.7 0.3
H 1.55751 4.58398 -1.55112 0.1 1.0 0.6
N -0.55148 4.33556 -9.04621 -0.1 0.3 0.2
C -0.27803 4.45452 -7.74276 0.0 -0.1 -0.4
C -0.72187 5.50352 -6.95300 0.0 0.0 0.0
C -1.49141 6.49061 -7.54749 -0.1 0.1 0.0
C -1.78718 6.39126 -8.89762 0.0 0.0 0.1
C -1.29701 5.29920 -9.59712 0.2 -0.3 0.0
H 0.33007 3.65913 -7.32364 0.0 0.0 0.0
H -0.47167 5.54696 -5.90106 0.0 0.0 -0.1
H -1.85691 7.32824 -6.96465 0.0 0.0 0.0
H -2.38479 7.14296 -9.39663 0.0 0.0 0.0
H -1.50468 5.17556 -10.65477 0.0 0.1 0.0
N 2.53600 4.81933 7.20929 0.5 0.1 -0.2
C 2.55664 5.38559 5.99606 -0.2 -0.1 0.4
C 3.69901 5.91020 5.41099 0.1 -0.1 0.2
C 4.88820 5.85020 6.12136 0.1 0.1 -0.1
C 4.89137 5.27056 7.37982 0.0 0.0 -0.1
C 3.69611 4.77166 7.87453 -0.4 -0.1 0.0
H 1.60549 5.41199 5.48265 0.1 0.0 0.0
H 3.65843 6.35485 4.42429 0.0 0.0 0.0
H 5.80257 6.25066 5.69868 0.0 0.0 0.0
H 5.79991 5.20630 7.96401 0.0 0.0 0.0
H 3.64923 4.30575 8.85323 0.1 0.0 0.0
N -3.46417 1.11288 -3.67459 -0.1 -0.5 0.0
C -2.89327 -0.07877 -3.45784 -0.1 0.4 0.0
C -3.48719 -1.28849 -3.77826 0.0 0.0 0.0
C -4.74783 -1.26696 -4.35347 -0.1 -0.1 0.0
C -5.36089 -0.04608 -4.58627 0.1 -0.1 0.0
C -4.67970 1.10745 -4.23206 0.3 0.2 0.1
H -1.90794 -0.04478 -3.00247 0.0 -0.1 0.0
H -2.97689 -2.22257 -3.58239 0.0 0.0 0.0
H -5.24711 -2.19170 -4.61773 0.0 0.0 0.0
H -6.34476 0.00985 -5.03312 0.0 0.0 0.0
H -5.11667 2.08669 -4.39794 0.0 0.0 0.0
N 0.15350 0.75901 0.08090 0.3 -0.3 -0.1
C 0.89552 0.18424 -0.87436 -0.2 0.2 0.2
C 1.33538 -1.12880 -0.82258 0.0 0.0 0.1
C 0.99265 -1.89237 0.28401 0.1 -0.1 -0.1
C 0.22741 -1.31901 1.28609 -0.1 -0.1 0.1
C -0.16522 -0.00036 1.13636 0.0 0.3 -0.2
H 1.14209 0.82234 -1.71772 0.1 -0.1 0.0
H 1.93135 -1.54278 -1.62573 0.0 0.0 0.0
H 1.31815 -2.92282 0.36468 -0.1 0.0 0.1
H -0.05820 -1.88399 2.16403 0.1 0.0 0.0
H -0.76861 0.49032 1.89380 0.0 -0.1 0.0
N -0.29591 -4.67287 2.36054 -0.2 -0.2 -0.2
C 0.26149 -5.86953 2.59257 -0.1 0.3 0.0
C -0.31280 -7.07292 2.21896 0.0 0.1 0.1
C -1.53713 -7.04127 1.57044 -0.2 -0.1 0.0
C -2.13633 -5.81817 1.31979 0.1 0.0 0.1
C -1.47699 -4.66992 1.73131 0.3 0.1 0.2
H 1.21754 -5.84292 3.10543 0.0 -0.1 0.0
H 0.18374 -8.01047 2.42954 0.0 0.0 -0.1
H -2.01838 -7.96156 1.26370 0.1 0.0 0.0
H -3.09226 -5.75551 0.81619 0.0 0.0 0.0
H -1.90444 -3.68761 1.55410 -0.1 0.0 0.0
N 0.27765 -8.78756 -0.39429 0.4 -0.2 -0.4
C 1.36666 -8.06561 -0.68117 -0.3 -0.1 0.2
C 2.26316 -8.38627 -1.68807 0.0 0.0 0.0
C 2.02256 -9.52384 -2.44205 0.1 0.0 -0.1
C 0.90251 -10.29050 -2.16414 0.1 0.1 0.0
C 0.06580 -9.88095 -1.13752 -0.2 0.1 0.3
H 1.51445 -7.18607 -0.06162 0.0 0.0 0.0
H 3.12713 -7.76217 -1.87653 0.0 0.0 0.0
H 2.70070 -9.80959 -3.23780 0.0 0.0 0.0
H 0.68214 -11.18561 -2.73112 0.0 0.0 0.0
H -0.82611 -10.44667 -0.88484 0.0 0.0 -0.1
N 1.61692 -1.09519 4.50952 0.0 0.3 0.3
C 1.40110 -1.73058 5.66621 0.0 0.0 -0.4
C 1.58986 -1.15110 6.91193 0.0 0.1 0.0
C 2.03124 0.16118 6.96466 0.0 0.0 0.1
C 2.26399 0.84095 5.77929 0.0 0.0 0.0
C 2.04091 0.17114 4.58666 -0.1 -0.3 -0.1
H 1.05952 -2.75614 5.57356 0.0 0.0 0.1
H 1.39649 -1.71313 7.81616 0.0 0.0 0.0
H 2.19198 0.64950 7.91865 0.0 0.0 0.0
H 2.60991 1.86753 5.78124 0.0 0.0 0.0
H 2.20538 0.66210 3.63151 0.0 0.0 0.0
N -3.17370 -11.81949 -0.63132 -0.1 -0.4 -0.1
C -2.61513 -13.01311 -0.39854 0.0 0.4 0.0
C -3.18752 -14.21894 -0.77066 0.0 0.0 0.0
C -4.41185 -14.19062 -1.41873 -0.1 -0.1 0.0
C -5.01208 -12.96717 -1.67003 0.0 0.0 0.0
C -4.35465 -11.81842 -1.25989 0.3 0.2 0.2
H -1.65898 -12.98442 0.11399 0.0 -0.1 0.0
H -2.68808 -15.15516 -0.55827 0.0 0.0 0.0
H -4.89311 -15.11204 -1.72494 0.0 0.0 0.0
H -5.96810 -12.90568 -2.17328 0.0 0.0 0.0
H -4.78307 -10.83752 -1.43740 0.0 0.0 0.0
```
Positions in Å, forces in eV/Å.

Atomic partial charges in e from the Mulliken method, atoms 1 to 8: -1.011 0.481 -0.031 -0.410 -0.348 -0.295 -0.464 0.987


3.
A molecular structure, C9H14ErInS. Source: OMol25; level of theory: ωB97M-V with the def2-TZVPD basis set.

Values from the calculation:
Kohn-Sham gap (spin up / spin down): 3.48 / 3.61 eV
Charge: +2
Multiplicity: 4
HOMO level (spin up / spin down): -14.0 / -13.8 eV
Energy above the lowest of the compared OMol25 structures with the same formula, charge and spin: 1.999 eV

XYZ file:
```
26
Properties=species:S:1:pos:R:3:forces:R:3
C -0.69313 1.86271 -1.78968 1.0 -1.0 0.8
C -1.39348 0.46832 -2.14229 -0.2 1.1 0.6
S -0.43038 -0.60520 -3.27151 -0.1 -0.8 0.0
C 0.87656 -1.46648 -2.37930 1.4 2.6 -0.4
In 0.12957 -2.53620 -0.46300 -0.9 -1.6 1.9
C 0.38837 -0.99406 1.21951 0.4 1.4 0.7
C -0.76270 -0.10550 1.59914 3.5 -0.1 0.7
C -0.52759 0.88427 2.64495 2.1 -1.6 -0.9
C 0.83272 0.95111 3.25517 -0.3 -0.9 -1.0
C 1.97010 0.05240 2.89886 -2.7 -0.1 -1.1
C 1.75227 -0.93540 1.86206 -2.8 1.6 -0.1
H -1.36344 2.39564 -0.99502 4.8 -4.8 1.7
H -0.62918 2.58422 -2.70612 0.6 -1.1 0.9
H 0.30899 1.75467 -1.28775 -0.9 0.0 -0.7
H -2.35665 0.71557 -2.68879 0.8 -0.6 0.2
H -1.70527 -0.00754 -1.17908 0.6 0.1 -0.7
H 1.63661 -0.68561 -2.06702 -0.8 -1.1 0.1
H 1.42483 -2.23084 -2.98836 -1.1 0.5 0.3
H 1.06608 -4.02057 -0.12476 0.0 0.7 -0.5
H -1.59819 -3.02135 -0.61109 0.5 0.6 -0.2
H -1.74557 -0.21591 1.08936 0.8 0.0 0.6
H -1.38953 1.54128 2.90743 1.1 -0.5 0.3
H 1.01700 1.72916 4.03177 -0.2 -0.8 -0.7
H 2.97171 0.09494 3.38125 -1.1 0.3 -0.2
H 2.54530 -1.63996 1.52136 -0.7 0.7 0.4
Er -2.32500 3.43034 -1.71709 -5.6 5.4 -2.5
```
Positions in Å, forces in eV/Å.

Atomic partial charges in e from the Mulliken method, atoms 1 to 8: -0.205 -0.633 0.065 -0.770 0.557 0.034 -0.264 -0.652


Values of F_max, in order: 5.38 3.33 8.17, all in eV/A.